Molecular formula: C8H2AuCl8NO7P2
Method: DFT, ωB97M-V/def2-TZVPD

Structure (XYZ):
```
29
Properties=species:S:1:pos:R:3:forces:R:3:mulliken_charge:R:1
Au 0.222832 -0.360069 0.539550 -0.354 -0.820 0.912 0.90
Cl 2.868114 1.690484 1.617946 -0.048 0.053 0.043 -0.15
C 1.438829 2.420526 1.008682 -0.029 0.130 0.356 0.42
C 0.319499 1.670453 0.660038 0.137 -0.247 -0.017 -0.29
C -0.824298 2.341178 0.247496 -0.009 0.158 -0.334 0.69
Cl -2.157399 1.448577 -0.420761 0.079 -0.002 0.025 -0.17
C -0.896921 3.732952 0.224971 -0.035 -0.005 -0.006 -0.10
Cl -2.335887 4.531325 -0.275550 0.068 -0.085 0.022 -0.18
C 0.223082 4.475276 0.585253 -0.030 -0.032 -0.017 0.31
Cl 0.161700 6.189227 0.553843 -0.005 -0.030 0.001 -0.17
C 1.391950 3.819509 0.960925 0.066 -0.004 0.030 0.11
Cl 2.769711 4.750082 1.394036 -0.044 -0.075 -0.013 -0.17
O 3.917691 -1.917471 -0.909959 0.011 0.233 0.215 -0.51
P 2.675819 -0.942751 -0.993775 -0.247 -0.023 -0.333 0.96
O 2.956081 0.319578 -1.658574 0.051 -0.029 -0.024 -0.65
O 2.118759 -0.851415 0.492488 0.474 0.434 -0.783 -0.64
O 1.559490 -1.807542 -1.784749 0.034 0.019 0.256 -0.19
P 0.370357 -2.790340 -1.264713 0.189 0.077 0.007 0.86
O -0.886318 -2.165159 -2.043841 0.032 -0.014 0.103 -0.39
O 0.651317 -4.189059 -1.574887 -0.060 -0.025 0.015 -0.69
O 0.103857 -2.400211 0.202597 -0.093 -0.003 -0.187 -0.60
H 3.706228 -2.802844 -0.594717 -0.030 -0.135 0.029 0.35
H -0.893625 -2.433868 -2.968454 -0.059 -0.023 -0.123 0.28
Cl -4.723023 -2.060413 -0.169684 -0.014 -0.024 -0.006 -0.09
C -3.526128 -2.753564 0.930011 0.054 0.120 0.056 0.76
Cl -2.725027 -4.139006 0.219873 -0.028 -0.072 -0.003 -0.04
Cl -4.253847 -3.147163 2.491785 -0.020 -0.023 -0.021 -0.09
C -2.511780 -1.715896 1.172808 -0.050 0.004 0.175 -0.02
N -1.721068 -0.912410 1.357374 -0.040 0.444 -0.376 -0.51
```
Forces are in eV/Å.

Its total energy is -5387.59394 Ha. The multiplicity is 1.

---

Molecular formula: C6H12OS
Method: DFT, ωB97M-V/def2-TZVPD

Structure (XYZ):
```
20
Properties=species:S:1:pos:R:3:forces:R:3:mulliken_charge:R:1
C 2.538300 1.443886 -0.523850 0.111 -0.075 -0.154 -1.16
C 2.197658 0.002502 -0.318136 0.035 0.055 0.039 -0.11
C -2.752813 -1.518924 -0.327268 0.029 0.166 0.007 -0.94
C -1.943448 0.103680 1.374764 -0.032 -0.021 0.153 -1.26
C 1.503013 -0.721384 -1.182290 0.020 0.125 0.229 -0.02
C -2.313162 -0.306914 -0.019167 0.066 0.063 -0.263 0.81
O 1.192401 -2.036500 -1.057305 -0.057 -0.324 -0.009 -0.48
S -2.174965 0.907956 -1.306960 -0.109 -0.134 -0.019 -0.22
H 2.520885 1.980931 0.423331 -0.061 0.122 -0.030 0.30
H 3.544825 1.538266 -0.939889 0.004 0.138 0.055 0.29
H 2.587760 -0.453275 0.583919 0.008 -0.218 0.078 0.26
H -2.861888 -2.277976 0.427574 -0.029 -0.113 0.206 0.27
H -3.018030 -1.784037 -1.332967 -0.035 -0.107 -0.295 0.24
H 1.842824 1.913545 -1.218669 0.005 0.090 0.005 0.30
H -1.175405 -0.559784 1.768731 0.055 0.001 0.034 0.27
H -2.817820 0.029166 2.021587 0.019 0.057 0.055 0.30
H -1.572617 1.124432 1.418191 0.020 -0.006 0.072 0.41
H 1.099464 -0.301492 -2.091102 -0.100 0.011 -0.111 0.33
H 1.575254 -2.384528 -0.242215 -0.025 0.075 -0.079 0.29
H -1.512791 1.816529 -0.592376 0.077 0.096 0.027 0.10
```
Forces are in eV/Å.

Its total energy is -709.18157 Ha. The multiplicity is 1.

---

Molecular formula: C7H7NS2
Method: DFT, ωB97M-V/def2-TZVPD

Structure (XYZ):
```
17
Properties=species:S:1:pos:R:3:forces:R:3:mulliken_charge:R:1
C 0.908286 1.959050 0.098402 0.167 3.264 -1.256 -0.29
C 2.085144 1.570123 -0.562138 1.005 -1.666 1.446 -0.48
C -0.186345 1.137649 0.257398 -1.226 -0.084 1.780 -0.36
C 2.238637 0.174185 -0.908757 -2.108 0.824 0.666 -0.44
C 0.023014 -0.204119 0.029960 -2.902 -2.883 -0.505 0.05
C 1.141264 -0.719133 -0.602737 1.246 1.569 -0.377 0.27
C -1.244334 -1.475381 0.165113 4.036 3.533 -2.709 -0.09
N -0.528365 -2.658791 -0.304672 -1.702 -0.621 -0.381 -0.33
S 1.063140 -2.431461 -0.993257 -0.265 0.453 0.283 -0.08
S -2.566237 -0.896870 -1.015520 0.373 -1.577 0.592 -0.18
H 0.801463 3.103165 0.232843 0.102 -2.063 0.251 0.24
H 2.965480 2.293987 -0.455127 -1.322 -1.227 -0.971 0.28
H -1.169783 1.487508 0.754081 1.786 -0.471 -1.040 0.27
H 3.060718 -0.203046 -1.481464 0.534 0.008 0.024 0.38
H -1.493286 -1.408208 1.180752 -0.786 -0.640 1.273 0.36
H -1.150935 -3.118777 -1.017726 1.304 0.544 0.878 0.30
H -2.907802 -2.214047 -1.255719 -0.241 1.038 0.047 0.11
```
Forces are in eV/Å.

Its total energy is -1121.98706 Ha. The multiplicity is 1.

---

The evaluated ΔE to the lowest compared entry with this formula, charge and spin for the records listed, in turn: 136.8; 151.7; 230.8 kJ/mol.
The evaluated highest occupied orbital energy for the records listed, in turn: -9.50; -8.39; -7.87 eV.
The evaluated orbital gap for the records listed, in turn: 6.743; 9.179; 8.436 eV.